A cluster of 9 separate species, C51H69F28NO23 in total at a distorted geometry. Source: OMol25; level of theory: ωB97M-V/def2-TZVPD.

Its gap between HOMO and LUMO is 0.3606 Ha. As for the structure (SMILES): CCCOC[C@]1(F)C(=O)N[C@@](OC[C@@H](C)O)(C(F)(F)F)[C@@]1(CCCC(=O)O)C[C@@H]1CO1.CCOC(=O)C(F)(F)F.CCOC(=O)C(F)(F)F.CCOC(=O)C(F)(F)F.CCOC(=O)C(F)(F)F.CCOC(=O)C(F)(F)F.CCOC(=O)C(F)(F)F.CCOC(=O)C(F)(F)F.CCOC(=O)C(F)(F)F. The value obtained for the total energy is -6565.81695 a.u. The largest force on an atom is 0.1680 Eh/bohr. For the molecular weight, the calculation gives 1596.0 Da.

Each line ends with the Löwdin charge.
Element x y z (Å)
1 C 5.84 -4.35 1.59  -0.15
2 C 5.72 -3.49 0.20  -0.24
3 C 4.29 -3.63 -0.59  -0.22
4 O 3.09 -3.43 0.23  -0.18
5 C 2.12 -2.51 -0.44  -0.09
6 C 2.37 -0.93 -0.05  -0.14
7 F 3.31 -0.53 -1.16  -0.07
8 C 3.17 -0.66 1.35  -0.15
9 O 4.27 -1.17 1.89  0.02
10 N 2.39 0.48 1.96  0.10
11 C 1.42 1.28 1.04  -0.19
12 O 0.39 1.58 2.10  -0.12
13 C -0.55 2.60 1.69  -0.13
14 C -0.40 3.84 2.80  -0.32
15 C -1.01 5.27 2.29  -0.07
16 O -0.98 3.41 4.12  -0.10
17 C 2.44 2.51 0.69  -0.15
18 F 1.87 3.69 0.03  0.02
19 F 3.68 2.13 -0.03  0.05
20 F 2.92 3.01 2.04  -0.01
21 C 1.04 0.09 0.01  -0.20
22 C -0.34 -0.66 0.63  -0.12
23 C -0.10 -1.57 1.95  -0.15
24 C -1.34 -2.69 1.97  -0.07
25 C -2.51 -2.29 3.11  -0.24
26 O -2.24 -2.10 4.41  -0.05
27 O -3.91 -2.08 2.63  -0.02
28 C 0.62 0.18 -1.51  -0.07
29 C 1.04 1.73 -2.26  -0.15
30 C -0.25 2.90 -2.22  -0.04
31 O 0.25 2.09 -3.57  -0.19
32 H 6.97 -4.68 1.78  0.08
33 H 5.60 -3.61 2.49  0.08
34 H 5.16 -5.31 1.61  0.09
35 H 6.55 -3.92 -0.53  0.11
36 H 6.02 -2.35 0.37  0.11
37 H 4.26 -4.74 -1.03  0.14
38 H 4.36 -2.93 -1.54  0.13
39 H 1.06 -2.93 -0.18  0.13
40 H 2.21 -2.58 -1.63  0.15
41 H 1.85 0.26 2.83  0.15
42 H -1.65 2.16 1.86  0.15
43 H -0.51 2.95 0.58  0.12
44 H 0.75 4.02 3.03  0.14
45 H -2.14 5.37 2.60  0.09
46 H -0.43 6.11 2.91  0.09
47 H -0.79 5.49 1.16  0.08
48 H -1.96 3.23 4.02  0.10
49 H -0.66 -1.40 -0.24  0.10
50 H -1.25 0.10 0.70  0.15
51 H -0.27 -0.92 2.91  0.12
52 H 0.91 -2.14 2.03  0.12
53 H -0.91 -3.77 2.13  0.14
54 H -1.93 -2.72 0.94  0.10
55 H -4.50 -1.99 3.44  0.10
56 H -0.57 0.23 -1.67  0.13
57 H 0.99 -0.65 -2.25  0.14
58 H 2.21 2.16 -2.11  0.16
59 H 0.08 4.03 -2.20  0.11
60 H -1.24 2.44 -1.82  0.10
61 C 5.10 5.79 -0.99  -0.05
62 C 4.31 5.89 0.30  -0.21
63 O 4.72 7.04 1.05  0.00
64 C 4.16 8.24 0.68  -0.33
65 O 3.36 8.36 -0.23  0.15
66 C 4.65 9.36 1.60  -0.46
67 F 6.00 9.31 1.83  0.14
68 F 4.06 9.32 2.83  0.13
69 F 4.40 10.60 1.10  0.15
70 H 6.17 5.79 -0.79  0.07
71 H 4.84 4.87 -1.53  0.07
72 H 4.90 6.64 -1.65  0.08
73 H 4.51 5.01 0.92  0.12
74 H 3.23 5.92 0.11  0.12
75 C -6.95 -4.34 -0.81  -0.06
76 C -6.07 -5.22 -1.68  -0.21
77 O -5.02 -4.44 -2.28  0.02
78 C -3.92 -4.21 -1.50  -0.32
79 O -3.80 -4.62 -0.35  0.14
80 C -2.87 -3.41 -2.28  -0.46
81 F -3.41 -2.37 -2.98  0.14
82 F -2.21 -4.19 -3.19  0.15
83 F -1.91 -2.87 -1.47  0.11
84 H -7.34 -3.49 -1.38  0.09
85 H -7.80 -4.92 -0.42  0.07
86 H -6.39 -3.93 0.03  0.06
87 H -6.66 -5.64 -2.50  0.12
88 H -5.66 -6.06 -1.12  0.12
89 C -9.53 -1.03 5.88  -0.06
90 C -8.97 -2.41 5.57  -0.21
91 O -8.91 -2.63 4.15  0.01
92 C -7.83 -2.10 3.50  -0.31
93 O -6.93 -1.47 4.06  0.14
94 C -7.87 -2.45 2.02  -0.46
95 F -9.11 -2.27 1.47  0.14
96 F -7.53 -3.75 1.78  0.12
97 F -7.02 -1.70 1.27  0.14
98 H -10.50 -0.90 5.39  0.08
99 H -9.65 -0.90 6.95  0.08
100 H -8.88 -0.24 5.50  0.08
101 H -9.63 -3.18 5.98  0.13
102 H -7.98 -2.55 6.03  0.13
103 C 3.79 6.89 4.48  -0.06
104 C 3.29 5.47 4.63  -0.20
105 O 3.70 4.92 5.89  0.02
106 C 2.91 5.24 6.97  -0.32
107 O 1.91 5.95 6.90  0.15
108 C 3.42 4.55 8.23  -0.47
109 F 4.78 4.63 8.37  0.14
110 F 3.12 3.22 8.25  0.14
111 F 2.90 5.07 9.37  0.14
112 H 4.88 6.94 4.64  0.09
113 H 3.56 7.29 3.49  0.06
114 H 3.34 7.55 5.23  0.09
115 H 3.75 4.84 3.85  0.12
116 H 2.21 5.40 4.50  0.12
117 C -5.22 -11.19 -2.80  -0.06
118 C -6.74 -11.26 -2.81  -0.21
119 O -7.28 -10.64 -1.63  0.02
120 C -7.40 -9.28 -1.67  -0.32
121 O -7.07 -8.58 -2.62  0.14
122 C -8.04 -8.77 -0.37  -0.46
123 F -7.51 -9.35 0.74  0.14
124 F -9.38 -9.00 -0.33  0.15
125 F -7.89 -7.42 -0.20  0.13
126 H -4.83 -11.63 -1.87  0.08
127 H -4.80 -11.73 -3.65  0.08
128 H -4.87 -10.15 -2.83  0.08
129 H -7.06 -12.31 -2.80  0.13
130 H -7.16 -10.80 -3.72  0.10
131 C 9.04 8.16 3.21  -0.06
132 C 9.74 6.81 3.19  -0.21
133 O 9.48 6.12 1.96  0.01
134 C 10.27 6.48 0.89  -0.32
135 O 11.15 7.33 0.94  0.14
136 C 9.92 5.63 -0.33  -0.47
137 F 8.57 5.51 -0.52  0.13
138 F 10.41 4.36 -0.24  0.15
139 F 10.41 6.15 -1.49  0.14
140 H 7.97 8.03 3.01  0.07
141 H 9.17 8.65 4.18  0.09
142 H 9.43 8.82 2.43  0.08
143 H 9.35 6.18 4.00  0.13
144 H 10.82 6.92 3.36  0.13
145 C 7.41 7.76 -6.09  -0.06
146 C 7.99 6.49 -5.49  -0.21
147 O 6.97 5.72 -4.84  0.01
148 C 6.21 4.92 -5.65  -0.32
149 O 6.37 4.83 -6.87  0.15
150 C 5.20 4.12 -4.83  -0.47
151 F 4.57 4.88 -3.89  0.13
152 F 5.79 3.09 -4.15  0.14
153 F 4.22 3.56 -5.59  0.14
154 H 6.87 8.33 -5.32  0.08
155 H 8.20 8.38 -6.51  0.08
156 H 6.69 7.52 -6.88  0.08
157 H 8.73 6.75 -4.72  0.12
158 H 8.52 5.89 -6.24  0.13
159 C -10.55 -7.68 -7.39  -0.06
160 C -9.61 -7.90 -6.22  -0.21
161 O -9.00 -9.20 -6.31  0.01
162 C -7.91 -9.30 -7.13  -0.32
163 O -7.45 -8.36 -7.78  0.15
164 C -7.33 -10.72 -7.09  -0.46
165 F -8.30 -11.68 -7.16  0.14
166 F -6.64 -10.95 -5.94  0.13
167 F -6.47 -10.97 -8.11  0.15
168 H -11.29 -8.49 -7.45  0.08
169 H -11.08 -6.73 -7.29  0.08
170 H -10.01 -7.67 -8.34  0.08
171 H -10.18 -7.88 -5.29  0.13
172 H -8.85 -7.12 -6.16  0.13

---

A cluster of 11 separate species, C51H74ClN11O3SSi in total at a distorted geometry. Source: OMol25; level of theory: ωB97M-V/def2-TZVPD.

Its gap between HOMO and LUMO is 0.2473 Ha. As for the structure (SMILES): CCC[Si@@H](CCCCS(=O)(=O)Cl)CC(=O)N(C)C.c1cc[nH]c1.c1cc[nH]c1.c1cc[nH]c1.c1cc[nH]c1.c1cc[nH]c1.c1cc[nH]c1.c1cc[nH]c1.c1cc[nH]c1.c1cc[nH]c1.c1cc[nH]c1. The value obtained for the total energy is -3963.45253 a.u. The largest force on an atom is 0.1444 Eh/bohr. For the molecular weight, the calculation gives 984.8 Da.

Each line ends with the Löwdin charge.
Element x y z (Å)
1 C 5.89 -2.06 2.59  -0.13
2 C 4.89 -1.04 1.86  -0.30
3 C 3.43 -1.74 1.70  -0.29
4 Si 2.09 -0.36 1.54  0.66
5 C 0.65 -0.87 0.38  -0.28
6 C -0.36 -1.96 1.00  -0.24
7 C -1.86 -1.45 1.15  -0.21
8 C -2.13 -0.50 2.41  -0.28
9 S -2.07 -1.33 4.05  0.44
10 O -0.82 -2.11 4.32  -0.37
11 O -2.12 -0.23 5.09  -0.39
12 Cl -3.75 -2.55 4.31  0.36
13 C 1.55 0.35 3.23  -0.17
14 C 2.39 1.64 3.69  -0.43
15 O 3.40 1.40 4.42  0.00
16 N 2.04 3.00 3.36  -0.14
17 C 3.23 3.87 3.11  -0.07
18 C 1.10 3.10 2.21  -0.11
19 H 6.99 -1.82 2.37  0.08
20 H 5.78 -2.05 3.72  0.08
21 H 5.60 -3.10 2.23  0.06
22 H 4.77 -0.05 2.43  0.08
23 H 5.29 -0.77 0.83  0.10
24 H 3.27 -2.40 2.61  0.08
25 H 3.48 -2.34 0.72  0.08
26 H 2.79 0.75 0.83  0.01
27 H 0.12 0.06 -0.05  0.06
28 H 1.14 -1.37 -0.53  0.08
29 H -0.40 -2.85 0.27  0.10
30 H 0.10 -2.37 1.96  0.09
31 H -2.14 -0.85 0.22  0.12
32 H -2.62 -2.32 1.17  0.12
33 H -1.45 0.42 2.32  0.09
34 H -3.20 -0.09 2.29  0.11
35 H 0.46 0.64 3.31  0.05
36 H 1.74 -0.45 4.03  0.11
37 H 3.06 4.39 2.10  0.08
38 H 4.21 3.31 3.02  0.10
39 H 3.28 4.68 3.90  0.10
40 H 1.68 2.84 1.25  0.06
41 H 0.71 4.16 2.05  0.11
42 H 0.19 2.43 2.29  0.07
43 N -7.07 -2.10 2.88  0.00
44 C -8.29 -1.51 3.03  -0.15
45 C -8.90 -1.47 1.80  -0.11
46 C -8.02 -2.08 0.87  -0.11
47 C -6.90 -2.46 1.57  -0.15
48 H -6.40 -2.26 3.61  0.08
49 H -8.62 -1.15 4.00  0.09
50 H -9.88 -1.06 1.59  0.09
51 H -8.19 -2.22 -0.18  0.09
52 H -5.99 -2.95 1.24  0.10
53 N -10.90 0.76 4.54  0.00
54 C -10.50 1.57 3.51  -0.15
55 C -11.61 2.25 3.06  -0.11
56 C -12.71 1.84 3.85  -0.11
57 C -12.24 0.93 4.76  -0.14
58 H -10.30 0.15 5.06  0.13
59 H -9.48 1.60 3.18  0.09
60 H -11.62 2.97 2.25  0.09
61 H -13.73 2.18 3.76  0.09
62 H -12.75 0.38 5.53  0.10
63 N 3.86 3.13 -0.48  0.00
64 C 3.09 3.72 -1.45  -0.14
65 C 3.82 3.72 -2.62  -0.11
66 C 5.06 3.11 -2.34  -0.11
67 C 5.06 2.75 -1.01  -0.14
68 H 3.59 3.00 0.48  0.08
69 H 2.10 4.08 -1.23  0.10
70 H 3.48 4.11 -3.56  0.09
71 H 5.87 2.94 -3.03  0.08
72 H 5.81 2.27 -0.40  0.11
73 N -1.57 2.61 -0.17  0.01
74 C -1.60 3.37 -1.31  -0.13
75 C -2.88 3.86 -1.44  -0.10
76 C -3.64 3.39 -0.34  -0.10
77 C -2.80 2.62 0.43  -0.14
78 H -0.76 2.11 0.18  0.10
79 H -0.72 3.49 -1.92  0.10
80 H -3.22 4.50 -2.24  0.10
81 H -4.68 3.59 -0.14  0.07
82 H -2.98 2.08 1.35  0.09
83 N -1.92 -2.49 -3.26  0.01
84 C -0.72 -1.88 -3.03  -0.17
85 C 0.28 -2.74 -3.42  -0.12
86 C -0.34 -3.91 -3.91  -0.12
87 C -1.70 -3.73 -3.80  -0.13
88 H -2.82 -2.09 -3.06  0.15
89 H -0.68 -0.88 -2.60  0.10
90 H 1.34 -2.54 -3.36  0.10
91 H 0.14 -4.79 -4.30  0.09
92 H -2.53 -4.37 -4.06  0.11
93 N 0.71 0.72 -4.97  0.01
94 C 1.93 0.86 -5.57  -0.13
95 C 2.12 2.19 -5.83  -0.12
96 C 0.98 2.89 -5.35  -0.12
97 C 0.13 1.95 -4.83  -0.15
98 H 0.30 -0.16 -4.67  0.11
99 H 2.55 0.00 -5.77  0.11
100 H 2.99 2.63 -6.30  0.08
101 H 0.80 3.95 -5.39  0.09
102 H -0.84 2.05 -4.36  0.10
103 N 7.78 2.72 -6.00  0.00
104 C 6.51 3.09 -6.37  -0.15
105 C 6.10 2.26 -7.38  -0.12
106 C 7.16 1.35 -7.63  -0.12
107 C 8.18 1.65 -6.76  -0.14
108 H 8.33 3.16 -5.28  0.14
109 H 6.01 3.91 -5.88  0.10
110 H 5.15 2.30 -7.89  0.09
111 H 7.17 0.56 -8.37  0.09
112 H 9.15 1.21 -6.62  0.10
113 N -7.28 3.20 1.47  0.01
114 C -8.01 4.11 2.19  -0.15
115 C -8.61 4.97 1.31  -0.11
116 C -8.23 4.57 0.00  -0.11
117 C -7.41 3.47 0.14  -0.16
118 H -6.73 2.46 1.87  0.14
119 H -8.05 4.06 3.27  0.11
120 H -9.25 5.80 1.57  0.09
121 H -8.52 5.02 -0.93  0.09
122 H -6.90 2.86 -0.60  0.10
123 N 9.01 -5.22 0.52  0.00
124 C 10.36 -5.01 0.64  -0.15
125 C 10.62 -4.65 1.94  -0.12
126 C 9.38 -4.65 2.63  -0.11
127 C 8.41 -5.01 1.73  -0.15
128 H 8.54 -5.49 -0.32  0.14
129 H 11.01 -5.14 -0.21  0.10
130 H 11.59 -4.42 2.35  0.09
131 H 9.22 -4.42 3.67  0.09
132 H 7.34 -5.13 1.85  0.10
133 N 2.12 -6.32 -1.38  0.01
134 C 1.41 -5.37 -0.69  -0.14
135 C 2.06 -5.14 0.50  -0.12
136 C 3.21 -5.98 0.52  -0.11
137 C 3.21 -6.69 -0.65  -0.14
138 H 1.87 -6.69 -2.28  0.14
139 H 0.51 -4.95 -1.10  0.09
140 H 1.75 -4.44 1.26  0.08
141 H 3.94 -6.04 1.31  0.09
142 H 3.90 -7.43 -1.02  0.10

---

A structure of composition C51H76BN6O3S4SbSiTi at a distorted geometry. Source: OMol25; level of theory: ωB97M-V/def2-TZVPD.

Its gap between HOMO and LUMO is 0.2449 Ha. The value obtained for the total energy is -5539.95007 a.u. As for the charge: +2. The largest force on an atom is 0.0365 Eh/bohr. The value obtained for the energy above the lowest of the compared OMol25 structures with the same formula, charge and spin is 199.3 kJ/mol. For the molecular weight, the calculation gives 1158.0 Da.

Each line ends with the Löwdin charge.
Element x y z (Å)
1 Ti 0.36 0.09 -0.31  0.16
2 C -2.23 4.56 -4.67  -0.02
3 C -2.27 3.49 -3.57  -0.53
4 C -3.47 3.75 -2.65  -0.01
5 C -2.41 2.13 -4.24  -0.06
6 N -1.02 3.58 -2.78  0.03
7 C -0.54 4.82 -2.42  -0.02
8 C 0.75 4.67 -2.05  -0.02
9 N 1.08 3.34 -2.16  0.02
10 B 2.58 2.94 -2.22  -0.57
11 N 3.22 3.04 -0.83  0.03
12 C 4.50 3.47 -0.67  -0.01
13 C 4.76 3.55 0.66  -0.01
14 N 3.62 3.16 1.32  0.03
15 C 2.70 2.83 0.39  -0.60
16 S 1.08 2.29 0.63  0.76
17 C 3.62 3.16 2.80  -0.53
18 C 3.99 4.56 3.28  -0.01
19 C 4.65 2.12 3.25  0.00
20 C 2.26 2.79 3.38  -0.08
21 N 2.82 1.57 -2.88  0.02
22 C 3.10 1.45 -4.22  -0.02
23 C 3.52 0.19 -4.45  0.00
24 N 3.51 -0.49 -3.26  0.02
25 C 3.06 0.37 -2.32  -0.61
26 S 2.84 0.03 -0.65  0.74
27 C 4.07 -1.83 -3.02  -0.53
28 C 5.39 -1.64 -2.28  -0.01
29 C 4.32 -2.52 -4.36  -0.03
30 C 3.07 -2.66 -2.21  -0.08
31 C -0.02 2.69 -2.55  -0.57
32 S -0.12 0.96 -2.56  0.80
33 H -3.09 4.42 -5.32  0.10
34 H -1.33 4.46 -5.27  0.10
35 H -2.28 5.57 -4.27  0.08
36 H -4.39 3.59 -3.21  0.10
37 H -3.47 4.77 -2.29  0.09
38 H -3.46 3.07 -1.80  0.07
39 H -3.25 2.16 -4.92  0.10
40 H -2.58 1.34 -3.52  0.03
41 H -1.52 1.89 -4.82  0.09
42 H -1.14 5.70 -2.47  0.13
43 H 1.47 5.40 -1.76  0.14
44 H 3.11 3.75 -2.91  0.14
45 H 5.13 3.71 -1.50  0.14
46 H 5.65 3.85 1.16  0.13
47 H 5.01 4.83 3.01  0.08
48 H 3.92 4.61 4.36  0.10
49 H 3.31 5.30 2.86  0.10
50 H 5.66 2.40 2.94  0.08
51 H 4.42 1.15 2.82  0.10
52 H 4.64 2.04 4.33  0.10
53 H 1.48 3.49 3.07  0.07
54 H 2.33 2.81 4.46  0.10
55 H 1.98 1.77 3.08  0.04
56 H 2.98 2.27 -4.89  0.13
57 H 3.83 -0.26 -5.37  0.13
58 H 6.09 -1.06 -2.89  0.10
59 H 5.84 -2.61 -2.07  0.10
60 H 5.23 -1.12 -1.34  0.06
61 H 5.08 -1.99 -4.95  0.09
62 H 3.40 -2.61 -4.94  0.09
63 H 4.71 -3.52 -4.18  0.10
64 H 3.19 -2.50 -1.14  0.02
65 H 3.25 -3.72 -2.40  0.09
66 H 2.05 -2.42 -2.49  0.08
67 C -2.75 -1.39 -2.93  -0.02
68 C -2.95 -1.20 -1.42  -0.60
69 C -3.38 0.23 -1.07  -0.03
70 C -4.02 -2.16 -0.93  -0.01
71 O -1.68 -1.39 -0.75  -0.29
72 Si -0.95 -2.90 -0.62  -0.07
73 S 0.78 -2.10 0.36  0.47
74 O -0.57 -3.39 -2.10  -0.13
75 C -0.39 -4.70 -2.66  -0.60
76 C 0.26 -4.48 -4.03  -0.01
77 C 0.51 -5.53 -1.74  0.00
78 C -1.75 -5.37 -2.82  -0.01
79 O -1.77 -4.04 0.14  -0.13
80 C -2.16 -4.53 1.43  -0.61
81 C -1.05 -5.44 1.95  -0.01
82 C -3.45 -5.31 1.19  0.00
83 C -2.39 -3.38 2.39  -0.02
84 H -3.62 -1.02 -3.47  0.10
85 H -2.64 -2.45 -3.14  0.07
86 H -1.86 -0.88 -3.27  0.04
87 H -4.28 0.50 -1.62  0.10
88 H -2.57 0.93 -1.32  0.02
89 H -3.59 0.29 0.00  0.08
90 H -4.94 -1.97 -1.48  0.11
91 H -4.21 -2.03 0.13  0.09
92 H -3.73 -3.19 -1.12  0.08
93 H 1.28 -4.12 -3.92  0.06
94 H -0.31 -3.74 -4.59  0.09
95 H 0.28 -5.41 -4.59  0.10
96 H 1.43 -5.00 -1.54  0.08
97 H 0.73 -6.49 -2.19  0.10
98 H -0.01 -5.69 -0.80  0.07
99 H -2.37 -4.82 -3.51  0.09
100 H -2.25 -5.42 -1.86  0.07
101 H -1.61 -6.38 -3.19  0.10
102 H -0.93 -6.32 1.31  0.09
103 H -1.30 -5.78 2.95  0.10
104 H -0.11 -4.90 1.98  0.08
105 H -3.29 -6.10 0.46  0.09
106 H -4.23 -4.65 0.81  0.08
107 H -3.80 -5.76 2.12  0.10
108 H -1.46 -2.83 2.55  0.05
109 H -2.73 -3.75 3.35  0.10
110 H -3.14 -2.69 2.01  0.08
111 C -4.81 -0.04 5.24  -0.06
112 C -3.62 -0.64 5.62  -0.06
113 C -2.54 -0.66 4.76  -0.12
114 C -2.64 -0.06 3.52  -0.35
115 C -3.82 0.56 3.14  -0.13
116 C -4.90 0.57 4.00  -0.06
117 Sb -0.89 0.23 2.27  1.54
118 C -1.32 2.35 2.43  -0.43
119 C -1.76 2.97 1.27  -0.22
120 C -2.16 4.29 1.28  -0.07
121 C -2.11 5.02 2.46  -0.06
122 C -1.69 4.40 3.62  -0.06
123 C -1.32 3.07 3.62  -0.12
124 C 0.53 -0.40 3.82  -0.35
125 C 0.78 0.34 4.96  -0.14
126 C 1.62 -0.16 5.95  -0.06
127 C 2.19 -1.42 5.82  -0.06
128 C 1.91 -2.17 4.69  -0.06
129 C 1.10 -1.66 3.69  -0.16
130 H -5.65 -0.03 5.92  0.11
131 H -3.54 -1.09 6.60  0.11
132 H -1.62 -1.14 5.07  0.10
133 H -3.89 1.07 2.19  0.09
134 H -5.81 1.06 3.71  0.11
135 H -1.76 2.41 0.33  0.06
136 H -2.51 4.76 0.37  0.10
137 H -2.42 6.05 2.47  0.11
138 H -1.66 4.96 4.55  0.11
139 H -1.04 2.60 4.55  0.09
140 H 0.33 1.31 5.09  0.08
141 H 1.82 0.44 6.82  0.11
142 H 2.82 -1.81 6.59  0.11
143 H 2.33 -3.16 4.58  0.11
144 H 0.92 -2.26 2.80  0.00

---

Question: Which of these has the lowest molecular weight?
Answer: C51H74ClN11O3SSi

---

Question: Which of these has the lowest gap between HOMO and LUMO?
Answer: C51H76BN6O3S4SbSiTi

---

Question: What is the largest force on an atom in the third record?
Answer: 0.0365 Eh/bohr

---

Question: Look up the molecular weight of the second one.
Answer: 984.8 Da